{"formula": "C5H7FOS", "method": "ωB97M-V/def2-TZVPD", "smiles": "OC/C(F)=C\\CC=S", "relative_energy_kcal_mol": 80.84, "homo_lumo_gap_ev": 8.38, "total_charge": 0, "energy_ha": -767.86137, "homo_ev": -9.07, "spin_multiplicity": 1, "symbols": ["O", "C", "C", "F", "C", "C", "C", "S", "H", "H", "H", "H", "H", "H", "H"], "positions_angstrom": [[1.104, -2.156, -0.863], [0.747, -1.308, -1.893], [-0.422, -0.307, -1.596], [-1.634, -0.636, -2.301], [-0.208, 0.784, -0.741], [0.855, 0.894, 0.335], [0.169, 0.412, 1.572], [-0.302, 1.366, 2.808], [0.218, -2.283, -0.055], [0.144, -1.734, -2.745], [1.756, -0.932, -2.186], [-1.111, 1.500, -0.523], [1.690, 0.386, 0.083], [1.197, 2.015, 0.388], [-0.040, -0.681, 1.650]], "atomic_forces_ev_per_a": [[-4.046, -1.562, 4.894], [-2.502, 0.871, -1.530], [1.636, 1.994, 1.908], [2.698, 1.285, 1.599], [-4.157, -1.260, -1.394], [-1.924, 3.723, -0.531], [-0.055, 0.187, 1.438], [0.254, -0.639, -0.856], [3.986, 0.603, -4.111], [1.617, -0.915, 0.200], [-1.227, 0.517, -0.342], [1.691, -1.389, -0.693], [2.693, -2.162, -0.597], [-0.891, -2.034, 0.315], [0.227, 0.781, -0.301]], "lowdin_charge": [-0.138, -0.273, -0.165, -0.022, -0.047, -0.287, -0.671, 0.685, 0.248, 0.119, 0.138, 0.147, 0.060, 0.149, 0.057]}